Entry 1:
{"formula": "C17H15F6N2O6PdS2Te", "method": "ωB97M-V/def2-TZVPD", "elements": ["Pd", "O", "C", "O", "C", "C", "C", "C", "C", "N", "H", "H", "H", "H", "F", "C", "F", "F", "S", "O", "O", "N", "S", "O", "O", "C", "F", "F", "F", "C", "C", "C", "C", "C", "C", "Te", "C", "C", "C", "H", "H", "H", "H", "H", "H", "H", "H", "H", "H", "H"], "xyz": [[0.994138, -0.335320, -0.148022], [0.435784, 2.629953, 2.351061], [0.903005, 1.907603, 1.540948], [0.127794, 1.306450, 0.551227], [2.351682, 1.557624, 1.390418], [3.306782, 2.215503, 2.126594], [4.636110, 1.830579, 1.973960], [4.949256, 0.804865, 1.106190], [3.930071, 0.172642, 0.406461], [2.670026, 0.560240, 0.542730], [3.003363, 2.999382, 2.806078], [5.412951, 2.325815, 2.539980], [5.967695, 0.470406, 0.973907], [4.108305, -0.663947, -0.254765], [3.308246, -4.588642, -0.677208], [1.997425, -4.659925, -0.803785], [1.545546, -5.783224, -0.277655], [1.662431, -4.588765, -2.084421], [1.206623, -3.234260, 0.063004], [-0.204748, -3.228779, -0.174679], [1.921964, -2.082497, -0.615540], [1.697456, -3.470592, 1.505231], [1.759298, -2.297751, 2.586782], [0.656694, -1.366950, 2.463340], [3.071492, -1.744725, 2.724585], [1.427710, -3.292044, 4.104555], [1.458870, -2.460764, 5.138982], [2.358901, -4.219293, 4.246209], [0.234053, -3.858625, 4.025105], [-4.588298, 2.885916, -4.097269], [-3.867342, 2.204057, -2.974363], [-3.066001, 1.089661, -3.209673], [-2.385098, 0.445436, -2.191035], [-1.525190, -0.741293, -2.543963], [-2.541002, 0.948929, -0.878971], [-1.572897, 0.053852, 0.690032], [-3.357674, 2.071270, -0.607001], [-3.517883, 2.659358, 0.768436], [-3.997019, 2.678874, -1.671525], [-4.411862, 2.389159, -5.048629], [-4.262410, 3.923596, -4.183785], [-5.662463, 2.899952, -3.907938], [-2.975150, 0.710549, -4.220149], [-1.739693, -1.064290, -3.560481], [-1.668473, -1.595784, -1.885092], [-0.461995, -0.476481, -2.507633], [-3.663465, 1.901627, 1.538862], [-4.377081, 3.325642, 0.794822], [-2.635874, 3.241240, 1.047181], [-4.622050, 3.543768, -1.483098]], "atomic_forces_ev_per_a": [[-0.13, 0.32, 0.19], [-0.04, -0.01, 0.01], [-0.02, 0.04, 0.08], [-0.16, -0.21, -0.12], [0.04, -0.01, 0.02], [0.04, 0.01, 0.02], [-0.01, 0.05, 0.04], [0.01, -0.05, -0.02], [0.00, -0.04, -0.01], [0.06, -0.02, -0.04], [0.00, 0.00, 0.00], [0.00, 0.00, 0.00], [0.00, 0.00, 0.00], [0.01, 0.00, 0.00], [0.06, 0.01, 0.00], [-0.22, -0.04, 0.00], [0.02, -0.01, -0.03], [0.00, -0.02, 0.00], [0.41, 0.11, -0.03], [0.02, -0.09, -0.07], [-0.40, -0.17, 0.09], [-0.01, 0.23, 0.03], [0.07, -0.22, -0.03], [-0.10, 0.08, 0.02], [-0.03, 0.01, -0.03], [0.05, 0.06, -0.01], [-0.01, 0.00, 0.02], [0.00, -0.02, 0.00], [-0.03, 0.00, -0.01], [0.00, 0.00, 0.00], [0.00, 0.00, -0.01], [-0.02, 0.01, 0.00], [0.00, -0.03, 0.03], [0.04, 0.03, -0.01], [0.04, -0.03, -0.01], [0.35, 0.04, -0.13], [0.00, 0.01, 0.01], [0.04, 0.01, 0.01], [-0.02, -0.02, 0.01], [0.00, 0.00, 0.00], [0.00, 0.00, 0.00], [0.00, 0.00, 0.00], [0.00, 0.01, 0.00], [0.01, 0.01, 0.00], [-0.03, -0.01, 0.02], [-0.03, 0.00, -0.01], [-0.03, -0.02, -0.01], [0.01, 0.01, 0.00], [0.00, -0.01, 0.01], [0.00, 0.00, 0.00]], "lowdin_charge": [0.88, 0.20, -0.47, -0.49, -0.17, 0.05, 0.01, 0.00, -0.07, 0.00, 0.14, 0.13, 0.13, 0.13, 0.18, -0.70, 0.18, 0.17, 0.64, -0.29, -0.44, -0.28, 0.62, -0.39, -0.25, -0.70, 0.16, 0.17, 0.16, -0.03, -0.22, 0.01, -0.29, -0.08, -0.44, 1.74, -0.30, -0.07, 0.00, 0.08, 0.10, 0.10, 0.13, 0.09, 0.06, 0.07, 0.05, 0.09, 0.09, 0.13], "lumo_energy_ev": -5.43, "charge": 1, "total_energy_ha": -3008.952537, "homo_lumo_gap_ev": 7.03, "de_lowest_kj_mol": 0.0, "homo_energy_ev": -12.46}



Entry 2:
{"formula": "C17H15I3N4O4V", "method": "ωB97M-V/def2-TZVPD", "elements": ["V", "C", "C", "N", "O", "C", "C", "N", "O", "H", "H", "H", "H", "H", "H", "H", "I", "C", "C", "C", "C", "C", "C", "C", "O", "O", "H", "H", "H", "H", "N", "C", "C", "C", "C", "C", "N", "C", "H", "H", "H", "H", "I", "I"], "xyz": [[-0.257177, -0.000200, 0.993167], [3.471845, 1.713183, -0.519226], [2.112454, 1.388111, -0.027339], [1.656485, 0.188528, 0.151966], [2.551636, -0.838193, -0.176265], [1.135576, 2.432124, 0.372938], [1.279721, 3.911245, 0.343716], [0.124096, 1.781385, 0.815166], [-1.012221, 1.971630, 1.371923], [3.856509, 0.907023, -1.136006], [4.139216, 1.832124, 0.338796], [3.460540, 2.648412, -1.079257], [3.085845, -0.954205, 0.643505], [2.325593, 4.202853, 0.439879], [0.720153, 4.345677, 1.170539], [0.890264, 4.331380, -0.586454], [-8.619472, 0.283088, -1.350961], [-6.614264, 0.129726, -0.810015], [-6.273553, 0.087220, 0.535243], [-4.937148, -0.026920, 0.890862], [-3.959096, -0.081725, -0.093119], [-4.311179, -0.028568, -1.435915], [-5.644584, 0.071512, -1.803077], [-2.533869, -0.198427, 0.290308], [-1.609630, 0.029201, -0.562061], [-2.196985, -0.532400, 1.474260], [-7.039493, 0.140556, 1.296106], [-4.643562, -0.069773, 1.931063], [-3.534074, -0.061025, -2.188393], [-5.926240, 0.107003, -2.846155], [-2.429350, -5.589730, 2.697759], [-1.867033, -4.928141, 1.945536], [-1.152553, -4.100332, 1.000001], [-0.927215, -4.522588, -0.301747], [-0.243274, -3.683010, -1.161886], [0.146190, -2.438110, -0.708868], [-0.074376, -2.021427, 0.544765], [-0.683326, -2.856895, 1.387567], [-1.283524, -5.491440, -0.626406], [-0.031414, -3.971436, -2.181774], [0.639371, -1.735159, -1.363671], [-0.811108, -2.523379, 2.406586], [0.767556, -0.106198, 3.516684], [3.902114, -0.373944, 3.002113]], "atomic_forces_ev_per_a": [[-1.08, -0.52, 0.71], [0.04, 0.09, -0.05], [-0.19, 0.14, 0.03], [0.81, 0.04, -0.44], [0.00, 0.14, 0.18], [-0.01, -0.25, 0.04], [0.13, 0.07, -0.03], [-0.17, 1.48, 0.13], [0.77, 0.16, -0.33], [0.02, -0.01, -0.01], [-0.01, 0.00, 0.00], [0.01, -0.03, 0.03], [-0.08, -0.04, -0.07], [-0.04, 0.00, 0.01], [-0.02, -0.01, 0.00], [0.02, -0.02, 0.01], [-0.06, 0.01, -0.02], [0.03, 0.00, 0.00], [0.12, -0.02, 0.00], [-0.12, -0.03, 0.02], [0.05, -0.05, 0.01], [-0.06, 0.06, -0.09], [0.09, -0.01, 0.09], [0.26, -0.23, -0.05], [-0.43, -0.05, 0.15], [-0.26, 0.20, -0.48], [0.00, -0.01, 0.00], [0.00, 0.00, 0.00], [-0.01, 0.00, 0.02], [0.00, 0.00, 0.01], [0.03, 0.06, -0.09], [0.19, 0.12, -0.10], [-0.06, -0.25, 0.17], [-0.01, -0.13, -0.17], [0.00, -0.04, -0.01], [0.03, 0.11, 0.01], [-0.09, -1.04, -0.25], [0.04, 0.00, 0.25], [0.02, 0.02, -0.01], [-0.03, 0.00, 0.03], [-0.02, 0.00, 0.00], [-0.06, 0.13, 0.03], [0.14, -0.08, 0.39], [0.01, -0.01, -0.09]], "lowdin_charge": [0.58, 0.00, -0.24, -0.10, -0.11, -0.21, 0.01, -0.27, -0.08, 0.09, 0.09, 0.09, -0.05, 0.08, 0.09, 0.09, 0.88, -0.74, -0.14, 0.00, -0.13, -0.01, -0.14, -0.54, -0.05, -0.09, 0.09, 0.13, 0.12, 0.09, 0.17, -0.16, -0.18, 0.01, -0.01, -0.08, -0.03, -0.07, 0.13, 0.12, 0.12, 0.09, 0.32, 0.03], "spin_multiplicity": 4, "lumo_energy_ev": [-0.61, -1.92], "total_energy_ha": -3013.912857, "homo_lumo_gap_ev": [7.22, 6.77], "de_lowest_kj_mol": 31.3, "homo_energy_ev": [-7.83, -8.69]}



Entry 3:
{"formula": "C17H15NaO2S", "method": "ωB97M-V/def2-TZVPD", "elements": ["C", "C", "C", "C", "S", "C", "C", "O", "O", "C", "C", "H", "H", "H", "H", "H", "H", "H", "H", "C", "Na", "C", "C", "C", "C", "C", "C", "C", "C", "H", "H", "H", "H", "H", "H", "H"], "xyz": [[-3.407784, 0.732597, 1.989682], [-2.719912, -0.480252, 1.873218], [-1.344933, -0.487127, 1.624832], [-0.660322, 0.722484, 1.516960], [1.131710, 0.706554, 1.244638], [1.776506, 0.652826, 2.904589], [3.097820, 0.625447, 3.127424], [1.435029, -0.538457, 0.580999], [1.442402, 1.973563, 0.628359], [-1.339437, 1.937921, 1.607496], [-2.714396, 1.940693, 1.857735], [-4.482506, 0.735679, 2.185516], [-3.250271, -1.428223, 1.975377], [-0.802528, -1.424366, 1.521434], [0.990851, 0.628138, 3.671335], [3.457217, 0.573327, 4.159697], [3.823942, 0.682460, 2.305797], [-0.795525, 2.872748, 1.490998], [-3.241831, 2.891658, 1.949471], [2.380829, -4.338725, 3.943842], [4.416779, -4.839419, 5.854700], [3.424893, -3.655260, 3.277311], [3.880454, -2.611763, 4.121628], [3.088893, -2.605419, 5.316444], [2.170563, -3.716713, 5.215810], [1.553529, -4.219683, 6.367584], [1.739401, -3.548518, 7.568925], [2.548972, -2.398908, 7.646237], [3.259057, -1.942974, 6.539897], [1.732984, -5.141744, 3.572014], [3.776422, -3.870219, 2.272591], [4.672205, -1.897678, 3.948699], [0.936547, -5.119493, 6.269732], [1.229531, -3.901134, 8.465403], [2.597452, -1.848429, 8.588611], [3.916956, -1.066993, 6.574315]], "atomic_forces_ev_per_a": [[0.29, -0.01, 0.00], [0.06, 0.17, -0.07], [-0.10, 0.06, 0.16], [0.09, -0.04, 0.04], [-1.24, -0.06, -0.18], [0.66, 0.02, 0.12], [-0.96, 0.16, -0.05], [0.22, 0.35, 0.16], [0.34, -0.23, 0.16], [-0.08, -0.07, 0.17], [0.07, -0.18, -0.07], [0.36, 0.00, -0.06], [0.13, 0.29, -0.05], [-0.08, 0.18, 0.03], [0.53, -0.06, -0.25], [-0.03, 0.00, -0.47], [-0.35, -0.12, 0.42], [-0.07, -0.21, 0.02], [0.14, -0.29, -0.06], [-0.33, -0.24, -0.04], [-0.54, 0.54, -0.45], [-0.38, 0.20, 0.77], [-0.11, 0.03, 0.22], [0.78, -0.88, -0.69], [0.82, -0.46, -0.62], [-0.39, 0.25, 0.41], [-0.51, -0.57, -0.06], [0.46, 0.72, -0.09], [-0.48, 0.27, 0.50], [0.51, 0.31, -0.02], [-0.02, 0.07, 0.20], [0.02, -0.01, -0.30], [0.12, 0.30, 0.30], [0.13, 0.08, -0.17], [0.11, -0.24, -0.24], [-0.20, -0.32, 0.26]], "lowdin_charge": [-0.08, -0.07, -0.06, -0.29, 0.66, -0.21, 0.00, -0.31, -0.32, -0.06, -0.08, 0.11, 0.11, 0.12, 0.10, 0.06, 0.09, 0.11, 0.11, -0.13, 0.74, -0.13, -0.14, -0.28, -0.29, -0.08, -0.13, -0.13, -0.08, 0.09, 0.09, 0.08, 0.11, 0.09, 0.09, 0.11], "lumo_energy_ev": -1.06, "total_energy_ha": -1367.695219, "homo_lumo_gap_ev": 5.40, "de_lowest_kj_mol": 0.0, "homo_energy_ev": -6.45}



Entry 4:
{"formula": "C17H16BrClPd", "method": "ωB97M-V/def2-TZVPD", "elements": ["C", "C", "C", "H", "C", "C", "H", "H", "H", "H", "Pd", "Br", "C", "C", "C", "H", "C", "C", "H", "H", "H", "H", "Cl", "C", "C", "C", "C", "C", "C", "C", "H", "H", "H", "H", "H", "H"], "xyz": [[0.666314, -1.525786, -2.254019], [1.501336, -1.843040, -1.146531], [0.655946, -2.119749, -0.030868], [2.593211, -1.860068, -1.151802], [-0.704958, -1.950807, -0.442655], [-0.708412, -1.566229, -1.823071], [-1.608446, -1.356439, -2.385506], [1.029043, -1.317706, -3.261467], [0.989355, -2.403738, 0.964716], [-1.576331, -2.141367, 0.174229], [0.325767, -0.216284, -0.720359], [0.101451, 2.769717, -0.582531], [-2.660005, 2.869137, -2.601255], [-3.293205, 1.827065, -3.341939], [-2.406933, 1.443297, -4.406897], [-4.290709, 1.424618, -3.162756], [-1.230566, 2.251971, -4.313268], [-1.402468, 3.156714, -3.222469], [-0.689138, 3.918481, -2.920856], [-3.042135, 3.349268, -1.702661], [-2.615617, 0.695358, -5.172773], [-0.360569, 2.214215, -4.967086], [-1.255136, -0.020932, 2.332211], [0.158329, -0.520011, 3.167133], [0.055604, -1.219266, 4.364941], [1.212888, -1.714049, 4.978980], [2.456267, -1.478541, 4.383572], [2.596343, -0.615477, 3.310440], [1.436057, -0.067282, 2.684283], [1.548411, 0.913754, 1.691803], [-0.917253, -1.363391, 4.819592], [1.133446, -2.315298, 5.891557], [3.348646, -1.938231, 4.803793], [3.579791, -0.232703, 2.993383], [2.550771, 1.218434, 1.364017], [0.822905, 1.734366, 1.686123]], "atomic_forces_ev_per_a": [[-0.02, -1.17, -1.81], [0.89, -1.62, -0.21], [0.19, -1.96, 0.56], [-0.51, 0.00, 0.01], [-0.55, -1.94, -0.03], [-0.47, -1.75, -0.66], [0.27, 0.05, -0.14], [-0.26, 0.12, 0.42], [-0.12, 0.16, -0.27], [0.20, 0.26, -0.11], [0.20, 9.32, 2.28], [0.16, -1.36, -0.08], [-2.17, -1.93, -0.76], [0.51, 1.97, 1.80], [1.56, 0.99, -0.05], [0.40, 0.11, 0.02], [-0.72, -0.15, 0.20], [0.79, -0.93, -1.44], [-0.35, -0.19, -0.15], [0.08, -0.13, -0.34], [0.11, 0.23, 0.26], [-0.35, 0.01, 0.17], [-0.36, 0.18, -0.03], [1.08, 0.35, 0.73], [0.25, 0.00, -0.22], [-0.20, -0.16, -0.34], [0.47, 0.05, 0.24], [-0.46, 0.12, -0.11], [-0.15, -0.87, 0.38], [0.47, 1.40, 0.59], [0.03, -0.16, -0.15], [0.05, 0.29, -0.42], [-0.16, 0.20, 0.09], [-0.53, -0.51, 0.06], [-0.41, -0.30, 0.00], [0.08, -0.68, -0.46]], "lowdin_charge": [-0.18, -0.19, -0.20, 0.12, -0.21, -0.18, 0.11, 0.12, 0.12, 0.11, 0.93, -0.07, -0.15, -0.12, -0.10, 0.08, -0.13, -0.20, 0.04, 0.09, 0.09, 0.08, 0.73, -0.62, -0.10, -0.08, -0.10, -0.04, -0.35, -0.08, 0.10, 0.11, 0.10, 0.12, 0.07, -0.04], "spin_multiplicity": 5, "lumo_energy_ev": [0.50, -2.04], "total_energy_ha": -3819.237831, "homo_lumo_gap_ev": [7.92, 5.38], "de_lowest_kj_mol": 19.3, "homo_energy_ev": [-7.42, -7.41]}



Entry 5:
{"formula": "C17H16Cl2CoI2O5S", "method": "ωB97M-V/def2-TZVPD", "elements": ["Co", "Cl", "C", "C", "C", "Cl", "C", "O", "C", "C", "O", "C", "H", "H", "H", "I", "I", "C", "C", "O", "O", "H", "H", "H", "C", "C", "C", "C", "C", "C", "C", "S", "C", "O", "H", "H", "H", "H", "H", "H", "H", "H", "H", "H"], "xyz": [[0.090472, -1.255684, -0.266052], [4.843450, -5.864170, 2.304616], [3.887612, -4.699138, 1.464893], [4.520006, -3.815994, 0.573380], [3.801622, -2.872881, -0.114570], [4.590470, -1.800102, -1.202557], [2.401213, -2.756571, 0.058063], [1.753372, -1.868412, -0.637355], [1.787118, -3.657682, 0.959303], [0.384488, -3.650054, 1.117479], [-0.412801, -2.813091, 0.636891], [2.539705, -4.631938, 1.653159], [5.589844, -3.880274, 0.427599], [-0.075995, -4.456689, 1.694274], [2.042238, -5.314566, 2.329592], [-3.454995, -3.767916, 0.537740], [-5.674251, -5.201424, 0.774326], [1.741251, 1.950263, 0.625488], [1.005232, 0.727330, 0.234446], [0.672319, -0.172863, 1.093935], [0.658525, 0.445075, -0.944807], [2.374491, 1.741546, 1.484430], [1.020548, 2.721676, 0.897718], [2.329080, 2.301605, -0.219152], [-0.484485, 5.551859, -1.616485], [-1.086010, 4.196928, -1.381043], [-1.390385, 3.352298, -2.443613], [-1.942471, 2.101714, -2.220454], [-2.180461, 1.679458, -0.918910], [-1.881019, 2.505776, 0.160576], [-1.346275, 3.756661, -0.080185], [-2.872590, 0.063063, -0.768834], [-3.827934, 0.209648, 0.728959], [-1.778331, -0.940295, -0.374017], [-0.621321, 5.873468, -2.646821], [0.588279, 5.532246, -1.412713], [-0.928793, 6.297692, -0.958244], [-1.207068, 3.681306, -3.458290], [-2.192060, 1.457849, -3.055060], [-2.071566, 2.193586, 1.178583], [-1.135650, 4.414804, 0.754775], [-3.169493, 0.398749, 1.573420], [-4.333243, -0.744981, 0.859179], [-4.554117, 1.010138, 0.596323]], "atomic_forces_ev_per_a": [[0.04, -0.06, 0.06], [0.00, -0.01, 0.00], [-0.01, -0.01, 0.02], [-0.01, 0.03, -0.02], [-0.01, -0.02, 0.03], [0.01, 0.02, -0.02], [0.04, -0.01, 0.01], [-0.08, 0.06, -0.03], [0.00, -0.01, -0.02], [-0.03, -0.02, 0.00], [-0.02, 0.04, -0.03], [0.02, -0.03, 0.02], [0.00, 0.00, 0.00], [0.01, 0.01, 0.01], [0.00, 0.00, 0.00], [0.01, -0.03, 0.00], [0.00, 0.00, 0.00], [0.00, 0.01, -0.01], [0.04, 0.03, 0.02], [0.00, 0.00, 0.01], [-0.02, -0.04, -0.03], [0.00, 0.00, 0.00], [0.00, -0.01, 0.01], [0.00, 0.00, 0.00], [0.00, 0.00, 0.00], [0.00, 0.00, -0.01], [0.00, 0.00, 0.00], [-0.01, -0.01, 0.00], [0.00, 0.00, -0.02], [-0.01, -0.01, 0.01], [0.00, 0.00, 0.00], [-0.05, 0.08, -0.03], [0.00, -0.02, 0.00], [0.05, -0.02, 0.00], [0.00, 0.00, 0.00], [0.00, 0.00, 0.00], [0.00, 0.00, 0.00], [0.00, 0.00, 0.00], [0.00, 0.00, 0.00], [0.00, 0.00, 0.00], [0.00, 0.00, 0.00], [0.00, 0.00, 0.01], [0.00, 0.00, 0.00], [0.00, 0.00, -0.01]], "lowdin_charge": [0.76, 0.72, -0.65, -0.08, -0.57, 0.76, -0.30, -0.08, -0.11, -0.09, -0.12, -0.04, 0.12, 0.15, 0.13, 0.18, 0.08, 0.07, -0.56, 0.04, 0.03, 0.11, 0.09, 0.11, -0.03, -0.24, -0.01, -0.07, -0.41, -0.07, -0.04, 1.05, -0.22, -0.59, 0.08, 0.09, 0.09, 0.12, 0.12, 0.11, 0.13, 0.07, 0.01, 0.08], "lumo_energy_ev": [-4.59, -4.59], "charge": 1, "total_energy_ha": -4330.137404, "homo_lumo_gap_ev": [6.83, 6.83], "de_lowest_kj_mol": 0.0, "homo_energy_ev": [-11.42, -11.42]}